(1)
Entry from the Open Molecules 2025 dataset: a 9-piece molecular cluster, C22H60F6O20PS8 overall (ωB97M-V with the def2-TZVPD basis set).

Bonds (Å) are listed after each position.
Atoms and positions in Å:
1 P 0.0622 0.0758 -0.1801  F2 1.611, F3 1.638, F4 1.637, F5 1.617, F6 1.672, F7 1.634
2 F 0.0869 0.6451 1.3273  P1 1.611
3 F 1.3216 -0.8327 0.3427  P1 1.638
4 F -0.9513 -1.1198 0.2914  P1 1.637
5 F 0.0371 -0.5167 -1.6842  P1 1.617
6 F -1.2557 0.9607 -0.7061  P1 1.672
7 F 1.1660 1.1926 -0.6319  P1 1.634
8 O -1.5516 -3.9091 1.0763  S9 1.467
9 S -1.2078 -4.0228 2.4974  O8 1.467, O10 1.461, O11 1.701, C14 1.902
10 O -1.7935 -5.0757 3.3239  S9 1.461
11 O 0.4784 -4.0925 2.7109  S9 1.701, C12 1.372
12 C 1.3082 -3.2387 2.0294  O11 1.372, C13 1.533, H15 1.090, H16 1.090
13 C 2.7878 -3.5879 2.2245  C12 1.533, H17 1.090, H18 1.090, H19 1.090
14 C -1.4823 -2.3905 3.4347  S9 1.902, H20 1.090, H21 1.090, H22 1.090
15 H 1.1836 -2.1866 2.2858  C12 1.090
16 H 0.9787 -3.3209 0.9937  C12 1.090
17 H 3.0016 -4.6516 2.1199  C13 1.090
18 H 3.1657 -3.3904 3.2276  C13 1.090
19 H 3.4792 -2.9667 1.6552  C13 1.090
20 H -1.1603 -2.4461 4.4746  C14 1.090
21 H -2.5527 -2.1847 3.4435  C14 1.090
22 H -0.9490 -1.5659 2.9618  C14 1.090
23 O 0.8899 -5.2615 -3.1307  S24 1.440
24 S 0.8888 -4.3871 -1.9866  O23 1.440, O25 1.449, O26 1.647, C29 1.876
25 O -0.3702 -3.8114 -1.5598  S24 1.449
26 O 1.5462 -5.1569 -0.6874  S24 1.647, C27 1.381
27 C 2.8016 -5.6894 -0.9029  O26 1.381, C28 1.496, H30 1.090, H31 1.090
28 C 2.9892 -6.9544 -0.1268  C27 1.496, H32 1.090, H33 1.090, H34 1.090
29 C 2.1226 -2.9928 -2.2175  S24 1.876, H35 1.090, H36 1.090, H37 1.090
30 H 3.5670 -4.9891 -0.5685  C27 1.090
31 H 3.0135 -5.8420 -1.9611  C27 1.090
32 H 4.0439 -7.2186 -0.0502  C28 1.090
33 H 2.3446 -7.8114 -0.3221  C28 1.090
34 H 2.6651 -6.6506 0.8685  C28 1.090
35 H 1.7343 -2.3824 -3.0329  C29 1.090
36 H 3.0562 -3.4048 -2.6007  C29 1.090
37 H 2.0673 -2.5017 -1.2460  C29 1.090
38 O 2.4829 1.5900 -6.5203  S39 1.506
39 S 2.3724 0.7590 -5.2687  O38 1.506, O40 1.515, O41 1.724, C44 1.883
40 O 2.1589 -0.7407 -5.2267  S39 1.515
41 O 3.7185 1.0914 -4.2436  S39 1.724, C42 1.409
42 C 3.9472 0.1934 -3.1823  O41 1.409, C43 1.566, H45 1.090, H46 1.090
43 C 4.6737 0.9669 -2.0302  C42 1.566, H47 1.090, H48 1.090, H49 1.090
44 C 1.0962 1.4843 -4.0886  S39 1.883, H50 1.090, H51 1.090, H52 1.090
45 H 4.4836 -0.6987 -3.5055  C42 1.090
46 H 3.0083 -0.1571 -2.7538  C42 1.090
47 H 5.7056 1.1508 -2.3294  C43 1.090
48 H 4.8796 0.3305 -1.1696  C43 1.090
49 H 4.3424 1.9555 -1.7123  C43 1.090
50 H 1.1804 0.8704 -3.1918  C44 1.090
51 H 0.0911 1.5235 -4.5084  C44 1.090
52 H 1.4810 2.4896 -3.9173  C44 1.090
53 O -1.4370 3.7951 2.0360  S54 1.461
54 S -1.8110 4.6455 0.9081  O53 1.461, O55 1.422, O56 1.663, C59 1.836
55 O -2.8698 5.5806 1.0713  S54 1.422
56 O -0.5145 5.5233 0.3466  S54 1.663, C57 1.399
57 C 0.6780 4.7932 0.3710  O56 1.399, C58 1.491, H60 1.090, H61 1.090
58 C 1.5509 4.9363 -0.8293  C57 1.491, H62 1.090, H63 1.090, H64 1.090
59 C -2.1564 3.6745 -0.6120  S54 1.836, H65 1.090, H66 1.090, H67 1.090
60 H 0.5952 3.7223 0.5568  C57 1.090
61 H 1.1853 5.2447 1.2235  C57 1.090
62 H 1.7844 5.9983 -0.9054  C58 1.090
63 H 1.0535 4.5885 -1.7347  C58 1.090
64 H 2.5009 4.4213 -0.6870  C58 1.090
65 H -2.5226 4.3286 -1.4032  C59 1.090
66 H -2.5897 2.7014 -0.3812  C59 1.090
67 H -1.1503 3.4388 -0.9588  C59 1.090
68 O -0.9530 1.6617 6.9060  S69 1.434
69 S -1.3810 1.3434 5.5747  O68 1.434, O70 1.433, O71 1.729, C74 1.891
70 O -2.0427 0.1028 5.2979  S69 1.433
71 O -2.4752 2.6043 5.1262  S69 1.729, C72 1.454
72 C -2.1747 3.9682 5.5307  O71 1.454, C73 1.507, H75 1.090, H76 1.090
73 C -3.2285 4.2792 6.5615  C72 1.507, H77 1.090, H78 1.090, H79 1.090
74 C -0.0738 1.7336 4.2654  S69 1.891, H80 1.090, H81 1.090, H82 1.090
75 H -2.1751 4.6945 4.7179  C72 1.090
76 H -1.2478 4.1314 6.0805  C72 1.090
77 H -4.2050 4.0004 6.1655  C73 1.090
78 H -3.2438 5.3523 6.7519  C73 1.090
79 H -3.1138 3.8185 7.5427  C73 1.090
80 H -0.4615 1.5874 3.2572  C74 1.090
81 H 0.8060 1.0931 4.3277  C74 1.090
82 H 0.2324 2.7797 4.2593  C74 1.090
83 O -2.4398 -2.0914 -2.6450  S84 1.475
84 S -2.0247 -1.4321 -3.8969  O83 1.475, O85 1.437, O86 1.692, C89 1.856
85 O -0.6484 -1.4440 -4.3116  S84 1.437
86 O -2.9040 -2.2239 -5.1064  S84 1.692, C87 1.437
87 C -2.7897 -1.6982 -6.4394  O86 1.437, C88 1.525, H90 1.090, H91 1.090
88 C -4.2451 -1.5471 -6.8688  C87 1.525, H92 1.090, H93 1.090, H94 1.090
89 C -2.7165 0.2897 -3.9043  S84 1.856, H95 1.090, H96 1.090, H97 1.090
90 H -2.2536 -2.4047 -7.0730  C87 1.090
91 H -2.3280 -0.7195 -6.5705  C87 1.090
92 H -4.7902 -2.4819 -6.7379  C88 1.090
93 H -4.2766 -1.1178 -7.8702  C88 1.090
94 H -4.7447 -0.7412 -6.3311  C88 1.090
95 H -3.7621 0.2237 -3.6037  C89 1.090
96 H -2.6253 0.6904 -4.9139  C89 1.090
97 H -2.1377 0.9026 -3.2133  C89 1.090
98 C 3.2195 1.5672 1.9202  S99 1.820, H102 1.090, H103 1.090, H104 1.090
99 S 3.8039 2.7956 3.1289  C98 1.820, O100 1.537, C101 1.826
100 O 2.6075 3.7193 3.4092  S99 1.537
101 C 4.8522 3.6642 1.9124  S99 1.826, H105 1.090, H106 1.090, H107 1.090
102 H 2.5123 0.8346 2.3090  C98 1.090
103 H 4.0793 0.9562 1.6453  C98 1.090
104 H 2.7351 2.0403 1.0660  C98 1.090
105 H 5.6368 3.0116 1.5295  C101 1.090
106 H 5.2921 4.5191 2.4260  C101 1.090
107 H 4.1816 4.0690 1.1545  C101 1.090
108 C -3.8566 0.0205 1.5133  S109 1.893, H112 1.090, H113 1.090, H114 1.090
109 S -4.7187 -1.1711 0.3218  C108 1.893, O110 1.572, C111 1.863
110 O -3.5980 -2.2335 0.0300  S109 1.572
111 C -5.9703 -1.9887 1.4327  S109 1.863, H115 1.090, H116 1.090, H117 1.090
112 H -4.4721 0.7348 2.0600  C108 1.090
113 H -3.1338 0.5235 0.8709  C108 1.090
114 H -3.3081 -0.5536 2.2601  C108 1.090
115 H -5.5611 -2.5630 2.2639  C111 1.090
116 H -6.7174 -2.6039 0.9312  C111 1.090
117 H -6.5920 -1.2189 1.8897  C111 1.090

Its spin multiplicity is 2. As for the max |F|: 4.60 eV/A. The energy is -177007.59726 eV. The value obtained for the HOMO-LUMO gap (alpha / beta) is 0.3028 / 0.1543 Ha. The calculation puts the HOMO energy (alpha / beta) at -9.23 / -9.23 eV.

Löwdin population analysis, charges in e, atoms 1 to 2: number 1, P, carries 0.27; number 2, F, carries -0.16


(2)
Entry from the Open Molecules 2025 dataset: a 5-piece molecular cluster, C22H60N11O3P3 overall (ωB97M-V with the def2-TZVPD basis set).

Bonds (Å) are listed after each position.
Atoms and positions in Å:
1 O 5.2923 -3.3565 -2.8631  P2 1.497
2 P 6.4645 -2.4571 -3.1047  O1 1.497, N3 1.739, N6 1.710, N9 1.704
3 N 6.7247 -2.0626 -4.7782  P2 1.739, C4 1.442, C5 1.445
4 C 5.7767 -1.1064 -5.2935  N3 1.442, H12 1.090, H13 1.090, H14 1.090
5 C 6.9137 -3.1697 -5.6880  N3 1.445, H15 1.090, H16 1.090, H17 1.090
6 N 7.9648 -3.1817 -2.7212  P2 1.710, C7 1.465, C8 1.439
7 C 7.8971 -4.3262 -1.8098  N6 1.465, H18 1.090, H19 1.090, H20 1.090
8 C 9.2311 -2.6706 -3.1744  N6 1.439, H21 1.090, H22 1.090, H23 1.090
9 N 6.5010 -0.9718 -2.2705  P2 1.704, C10 1.474, C11 1.448
10 C 5.2271 -0.3550 -1.8572  N9 1.474, H24 1.090, H25 1.090, H26 1.090
11 C 7.6889 -0.1474 -2.1900  N9 1.448, H27 1.090, H28 1.090, H29 1.090
12 H 4.7035 -1.2318 -5.1497  C4 1.090
13 H 5.8794 -0.7955 -6.3332  C4 1.090
14 H 6.0660 -0.2200 -4.7291  C4 1.090
15 H 7.2574 -2.8747 -6.6794  C5 1.090
16 H 5.9895 -3.7213 -5.8601  C5 1.090
17 H 7.6330 -3.9244 -5.3702  C5 1.090
18 H 8.1578 -3.9975 -0.8038  C7 1.090
19 H 6.8963 -4.7546 -1.8633  C7 1.090
20 H 8.5475 -5.1580 -2.0804  C7 1.090
21 H 9.7809 -2.1315 -2.4029  C8 1.090
22 H 9.8697 -3.5123 -3.4425  C8 1.090
23 H 9.0300 -1.9873 -3.9994  C8 1.090
24 H 4.6704 -0.9092 -1.1015  C10 1.090
25 H 5.3806 0.6074 -1.3691  C10 1.090
26 H 4.5836 -0.1845 -2.7203  C10 1.090
27 H 7.9878 0.2312 -3.1675  C11 1.090
28 H 8.4672 -0.7262 -1.6926  C11 1.090
29 H 7.5813 0.6704 -1.4774  C11 1.090
30 O -4.6086 8.7594 2.5170  P31 1.490
31 P -4.5529 9.6061 1.2920  O30 1.490, N32 1.699, N35 1.791, N38 1.678
32 N -5.6874 9.3810 0.0471  P31 1.699, C33 1.405, C34 1.516
33 C -6.1678 8.0679 -0.0886  N32 1.405, H41 1.090, H42 1.090, H43 1.090
34 C -5.6090 10.1743 -1.2419  N32 1.516, H44 1.090, H45 1.090, H46 1.090
35 N -2.9946 9.4835 0.4167  P31 1.791, C36 1.497, C37 1.422
36 C -1.8744 10.2231 1.0797  N35 1.497, H47 1.090, H48 1.090, H49 1.090
37 C -2.6352 8.2311 -0.1530  N35 1.422, H50 1.090, H51 1.090, H52 1.090
38 N -4.7627 11.2481 1.5682  P31 1.678, C39 1.432, C40 1.444
39 C -4.2576 12.3025 0.7416  N38 1.432, H53 1.090, H54 1.090, H55 1.090
40 C -5.5703 11.6812 2.6836  N38 1.444, H56 1.090, H57 1.090, H58 1.090
41 H -7.1337 8.0094 -0.5903  C33 1.090
42 H -6.3644 7.7532 0.9362  C33 1.090
43 H -5.4572 7.5000 -0.6892  C33 1.090
44 H -5.6684 11.2445 -1.0439  C34 1.090
45 H -6.4117 9.9174 -1.9332  C34 1.090
46 H -4.6858 9.8574 -1.7269  C34 1.090
47 H -1.2046 10.5648 0.2906  C36 1.090
48 H -2.2499 11.0631 1.6641  C36 1.090
49 H -1.3467 9.5199 1.7240  C36 1.090
50 H -2.2383 7.5617 0.6102  C37 1.090
51 H -3.5119 7.7831 -0.6208  C37 1.090
52 H -1.7993 8.3262 -0.8461  C37 1.090
53 H -3.6433 11.9042 -0.0659  C39 1.090
54 H -5.1272 12.8360 0.3579  C39 1.090
55 H -3.6112 12.9313 1.3539  C39 1.090
56 H -6.5169 11.1407 2.6861  C40 1.090
57 H -5.6806 12.7655 2.6700  C40 1.090
58 H -5.0838 11.4072 3.6197  C40 1.090
59 O -3.3767 -6.6508 3.3986  P60 1.519
60 P -1.9559 -7.1562 3.5814  O59 1.519, N61 1.764, N64 1.700, N67 1.725
61 N -1.8041 -8.8169 3.0057  P60 1.764, C62 1.497, C63 1.467
62 C -0.6502 -9.7037 3.3579  N61 1.497, H70 1.090, H71 1.090, H72 1.090
63 C -2.6679 -9.3828 1.9642  N61 1.467, H73 1.090, H74 1.090, H75 1.090
64 N -1.3992 -7.1437 5.1881  P60 1.700, C65 1.477, C66 1.506
65 C -0.9328 -5.8608 5.7532  N64 1.477, H76 1.090, H77 1.090, H78 1.090
66 C -1.9147 -8.1792 6.1527  N64 1.506, H79 1.090, H80 1.090, H81 1.090
67 N -0.7805 -6.2668 2.6846  P60 1.725, C68 1.404, C69 1.496
68 C -1.2243 -5.4674 1.6192  N67 1.404, H82 1.090, H83 1.090, H84 1.090
69 C 0.6899 -6.3141 2.9580  N67 1.496, H85 1.090, H86 1.090, H87 1.090
70 H 0.1607 -9.0618 3.7020  C62 1.090
71 H -0.3740 -10.1906 2.4226  C62 1.090
72 H -0.8557 -10.5275 4.0413  C62 1.090
73 H -3.6888 -9.0839 2.2020  C63 1.090
74 H -2.5899 -10.4686 2.0185  C63 1.090
75 H -2.4041 -9.0564 0.9582  C63 1.090
76 H -0.4023 -5.2374 5.0335  C65 1.090
77 H -1.7491 -5.3006 6.2091  C65 1.090
78 H -0.2679 -5.9624 6.6110  C65 1.090
79 H -2.9259 -7.8274 6.3572  C66 1.090
80 H -2.0234 -9.1732 5.7188  C66 1.090
81 H -1.1782 -8.2141 6.9554  C66 1.090
82 H -2.0650 -4.8572 1.9494  C68 1.090
83 H -0.5156 -4.6998 1.3085  C68 1.090
84 H -1.5221 -6.0531 0.7496  C68 1.090
85 H 1.1665 -5.3338 2.9625  C69 1.090
86 H 1.1464 -6.8650 2.1357  C69 1.090
87 H 1.0392 -6.7824 3.8782  C69 1.090
88 C -6.2045 -2.6567 -0.4132  C89 1.438, H91 1.090, H92 1.090, H93 1.090
89 C -5.6904 -3.2174 -1.6334  C88 1.438, N90 1.171
90 N -5.2501 -3.6886 -2.6113  C89 1.171
91 H -7.2744 -2.7893 -0.2529  C88 1.090
92 H -5.9461 -1.6086 -0.5639  C88 1.090
93 H -5.6954 -2.9449 0.5065  C88 1.090
94 C -0.9771 -0.3784 -3.8677  C95 1.478, H97 1.090, H98 1.090, H99 1.090
95 C -1.3270 0.6018 -2.8180  C94 1.478, N96 1.176
96 N -1.7029 1.4292 -2.0715  C95 1.176
97 H -0.6361 -1.3131 -3.4226  C94 1.090
98 H -0.1257 -0.0368 -4.4563  C94 1.090
99 H -1.8131 -0.5779 -4.5380  C94 1.090

The structure (SMILES) is CN(C)P(=O)(N(C)C)N(C)C.CN(C)P(=O)(N(C)C)N(C)C.CN(C)P(=O)(N(C)C)N(C)C.CC#N.CC#N. As for the max |F|: 3.77 eV/A. The energy is -74188.08959 eV. The value obtained for the HOMO-LUMO gap is 0.3166 Ha. The calculation puts the HOMO energy at -8.14 eV.

Löwdin population analysis, charges in e, atoms 1 to 2: number 1, O, carries -0.30; number 2, P, carries 0.61